# 1
{
  "formula": "C49H114F6N3O9P2S2",
  "method": "ωB97M-V with the def2-TZVPD basis set",
  "species": ["C", "N", "C", "C", "C", "C", "O", "H", "H", "H", "H", "H", "H", "H", "H", "H", "H", "H", "H", "H", "H", "C", "N", "C", "C", "C", "C", "O", "H", "H", "H", "H", "H", "H", "H", "H", "H", "H", "H", "H", "H", "H", "C", "N", "C", "C", "C", "C", "O", "H", "H", "H", "H", "H", "H", "H", "H", "H", "H", "H", "H", "H", "H", "C", "C", "C", "C", "P", "C", "C", "C", "C", "C", "C", "C", "C", "C", "C", "C", "C", "H", "H", "H", "H", "H", "H", "H", "H", "H", "H", "H", "H", "H", "H", "H", "H", "H", "H", "H", "H", "H", "H", "H", "H", "H", "H", "H", "H", "H", "H", "H", "H", "H", "H", "H", "H", "C", "C", "C", "C", "P", "C", "C", "C", "C", "C", "C", "C", "C", "C", "C", "C", "C", "H", "H", "H", "H", "H", "H", "H", "H", "H", "H", "H", "H", "H", "H", "H", "H", "H", "H", "H", "H", "H", "H", "H", "H", "H", "H", "H", "H", "H", "H", "H", "H", "H", "H", "H", "H", "C", "F", "F", "F", "S", "O", "O", "O", "C", "F", "F", "F", "S", "O", "O", "O"],
  "coordinates": [[18.773, -13.967, 7.451], [19.224, -15.260, 6.897], [19.874, -16.066, 7.975], [18.042, -16.046, 6.432], [20.129, -15.102, 5.713], [21.249, -14.080, 5.813], [22.126, -14.287, 6.916], [19.620, -13.297, 7.558], [18.343, -14.143, 8.433], [18.055, -13.519, 6.769], [20.148, -17.032, 7.556], [19.100, -16.249, 8.720], [20.710, -15.529, 8.405], [18.306, -17.048, 6.119], [17.508, -15.488, 5.665], [17.349, -16.010, 7.277], [19.469, -14.700, 4.939], [20.375, -16.078, 5.291], [20.850, -13.074, 5.878], [21.823, -14.200, 4.888], [22.367, -15.218, 6.941], [21.692, -21.340, 2.047], [21.095, -21.633, 3.398], [19.624, -21.455, 3.244], [21.399, -23.036, 3.798], [21.658, -20.630, 4.355], [21.319, -20.818, 5.808], [19.910, -20.737, 6.031], [22.767, -21.495, 2.080], [21.450, -20.291, 1.891], [21.217, -21.993, 1.326], [19.086, -21.924, 4.059], [19.299, -21.887, 2.301], [19.415, -20.386, 3.268], [22.471, -23.200, 3.824], [20.934, -23.661, 3.040], [20.946, -23.203, 4.767], [21.414, -19.641, 3.968], [22.748, -20.712, 4.303], [21.927, -20.156, 6.434], [21.661, -21.801, 6.161], [19.770, -20.840, 6.979], [16.583, -20.266, -0.184], [15.225, -19.662, -0.056], [14.989, -19.485, 1.398], [15.212, -18.361, -0.786], [14.285, -20.700, -0.616], [12.833, -20.447, -0.256], [12.489, -19.112, -0.647], [16.897, -20.266, -1.231], [16.600, -21.289, 0.173], [17.295, -19.594, 0.299], [14.861, -20.484, 1.813], [14.105, -18.866, 1.519], [15.854, -19.004, 1.843], [14.383, -17.758, -0.451], [15.040, -18.647, -1.822], [16.183, -17.907, -0.648], [14.470, -21.666, -0.148], [14.434, -20.676, -1.691], [12.637, -20.635, 0.808], [12.185, -21.155, -0.781], [11.532, -19.064, -0.746], [11.185, -19.018, 10.375], [11.851, -20.402, 10.343], [12.065, -20.997, 8.975], [13.002, -20.095, 8.162], [13.438, -20.677, 6.510], [11.987, -20.717, 5.424], [12.172, -21.420, 4.106], [10.948, -21.288, 3.178], [10.520, -19.858, 2.925], [14.748, -19.720, 5.747], [14.363, -18.258, 5.505], [15.310, -17.429, 4.680], [14.768, -16.059, 4.322], [13.944, -22.411, 6.605], [14.947, -22.785, 7.693], [15.303, -24.278, 7.681], [16.354, -24.620, 8.718], [10.655, -18.871, 11.316], [10.460, -18.836, 9.580], [11.933, -18.220, 10.382], [11.278, -21.052, 11.011], [12.757, -20.308, 10.956], [11.121, -20.972, 8.424], [12.477, -21.997, 9.079], [13.972, -19.858, 8.624], [12.595, -19.086, 8.003], [11.708, -19.662, 5.341], [11.222, -21.176, 6.062], [12.361, -22.492, 4.180], [13.030, -20.995, 3.567], [10.110, -21.879, 3.566], [11.179, -21.844, 2.263], [11.405, -19.247, 2.706], [10.059, -19.390, 3.799], [9.757, -19.767, 2.154], [15.017, -20.149, 4.775], [15.687, -19.783, 6.309], [14.105, -17.751, 6.445], [13.378, -18.241, 5.017], [15.604, -17.936, 3.753], [16.307, -17.278, 5.112], [15.008, -15.298, 5.069], [13.677, -16.038, 4.250], [15.151, -15.714, 3.363], [14.254, -22.649, 5.578], [13.053, -23.040, 6.718], [14.413, -22.607, 8.630], [15.805, -22.106, 7.672], [15.639, -24.591, 6.688], [14.354, -24.787, 7.872], [16.064, -24.402, 9.746], [17.329, -24.162, 8.522], [16.608, -25.684, 8.690], [21.641, -12.242, 0.837], [21.616, -12.547, -0.650], [21.068, -13.950, -0.919], [21.120, -14.314, -2.409], [20.234, -15.840, -2.769], [21.089, -17.247, -2.032], [20.448, -18.627, -2.218], [21.027, -19.586, -1.202], [20.480, -21.008, -1.433], [18.516, -15.763, -2.231], [17.746, -14.708, -3.052], [16.257, -14.698, -2.767], [15.871, -14.232, -1.347], [20.221, -16.174, -4.551], [21.614, -16.128, -5.193], [21.520, -16.340, -6.706], [22.655, -15.771, -7.516], [22.485, -12.779, 1.284], [20.732, -12.626, 1.303], [21.748, -11.191, 1.086], [21.017, -11.812, -1.200], [22.605, -12.461, -1.113], [21.728, -14.633, -0.358], [20.105, -14.145, -0.443], [20.615, -13.543, -2.999], [22.157, -14.439, -2.717], [22.143, -17.239, -2.313], [21.064, -17.069, -0.949], [19.352, -18.586, -2.203], [20.599, -19.019, -3.231], [22.121, -19.599, -1.287], [20.890, -19.350, -0.142], [20.555, -21.300, -2.478], [19.478, -21.111, -1.014], [21.153, -21.707, -0.924], [18.627, -15.513, -1.165], [18.006, -16.725, -2.169], [17.834, -15.077, -4.079], [18.120, -13.688, -2.981], [15.784, -15.679, -2.864], [15.724, -14.039, -3.454], [14.784, -14.247, -1.254], [16.285, -13.267, -1.071], [16.218, -14.938, -0.582], [19.536, -15.455, -5.010], [19.708, -17.140, -4.641], [22.193, -16.928, -4.730], [22.043, -15.138, -5.023], [20.603, -15.884, -7.091], [21.373, -17.413, -6.878], [22.471, -15.843, -8.588], [23.663, -16.131, -7.311], [22.694, -14.687, -7.343], [18.579, -15.092, 2.290], [19.861, -14.928, 2.664], [17.786, -14.705, 3.297], [18.340, -14.362, 1.229], [18.308, -16.855, 1.894], [16.924, -16.966, 1.447], [19.302, -17.045, 0.858], [18.525, -17.552, 3.163], [17.220, -11.328, 0.385], [18.238, -11.569, 1.256], [17.777, -11.436, -0.834], [16.354, -12.339, 0.576], [16.493, -9.667, 0.727], [15.279, -9.749, -0.051], [16.365, -9.743, 2.162], [17.510, -8.783, 0.217]],
  "homo_lumo_gap_ev": 4.70,
  "de_lowest_kcal_mol": 22.4,
  "charge": 3
}

# 2
{
  "formula": "C49H121Cl3O32P8",
  "method": "ωB97M-V with the def2-TZVPD basis set",
  "species": ["C", "Cl", "Cl", "Cl", "H", "C", "C", "O", "P", "O", "O", "C", "C", "O", "C", "C", "H", "H", "H", "H", "H", "H", "H", "H", "H", "H", "H", "H", "H", "H", "H", "C", "C", "O", "P", "O", "O", "C", "C", "O", "C", "C", "H", "H", "H", "H", "H", "H", "H", "H", "H", "H", "H", "H", "H", "H", "H", "C", "C", "O", "P", "O", "O", "C", "C", "O", "C", "C", "H", "H", "H", "H", "H", "H", "H", "H", "H", "H", "H", "H", "H", "H", "H", "C", "C", "O", "P", "O", "O", "C", "C", "O", "C", "C", "H", "H", "H", "H", "H", "H", "H", "H", "H", "H", "H", "H", "H", "H", "H", "C", "C", "O", "P", "O", "O", "C", "C", "O", "C", "C", "H", "H", "H", "H", "H", "H", "H", "H", "H", "H", "H", "H", "H", "H", "H", "C", "C", "O", "P", "O", "O", "C", "C", "O", "C", "C", "H", "H", "H", "H", "H", "H", "H", "H", "H", "H", "H", "H", "H", "H", "H", "C", "C", "O", "P", "O", "O", "C", "C", "O", "C", "C", "H", "H", "H", "H", "H", "H", "H", "H", "H", "H", "H", "H", "H", "H", "H", "C", "C", "O", "P", "O", "O", "C", "C", "O", "C", "C", "H", "H", "H", "H", "H", "H", "H", "H", "H", "H", "H", "H", "H", "H", "H"],
  "coordinates": [[1.498, 9.165, 27.361], [1.377, 8.942, 29.068], [-0.156, 8.918, 26.637], [2.543, 7.995, 26.540], [1.854, 10.189, 27.068], [-0.893, 5.153, 27.586], [-1.507, 5.782, 28.885], [-2.747, 5.248, 29.253], [-4.069, 5.905, 28.575], [-3.855, 7.220, 28.061], [-4.575, 4.882, 27.512], [-4.725, 3.483, 27.857], [-6.147, 3.134, 28.137], [-5.154, 5.839, 29.778], [-4.734, 6.249, 31.113], [-4.433, 4.995, 31.870], [-0.858, 4.055, 27.676], [-1.659, 5.349, 26.788], [-0.011, 5.681, 27.103], [-0.804, 5.689, 29.730], [-1.542, 6.832, 28.670], [-4.415, 3.013, 26.946], [-4.108, 3.157, 28.618], [-6.437, 3.665, 29.019], [-6.764, 3.619, 27.348], [-6.162, 2.035, 28.142], [-3.915, 6.880, 30.917], [-5.573, 6.866, 31.464], [-3.799, 4.333, 31.228], [-3.845, 5.196, 32.864], [-5.283, 4.375, 32.126], [-3.465, 7.959, 24.900], [-3.492, 9.227, 25.703], [-4.544, 10.159, 25.291], [-5.590, 10.589, 26.346], [-4.972, 11.042, 27.649], [-6.691, 9.402, 26.561], [-6.869, 8.772, 27.819], [-7.778, 7.584, 27.768], [-6.475, 11.747, 25.606], [-7.279, 11.423, 24.452], [-8.190, 12.586, 24.065], [-3.390, 8.218, 23.850], [-2.680, 7.244, 25.087], [-4.345, 7.419, 25.118], [-3.691, 8.963, 26.765], [-2.550, 9.797, 25.796], [-5.924, 8.451, 28.129], [-7.287, 9.556, 28.587], [-7.216, 6.734, 27.343], [-7.987, 7.334, 28.788], [-8.675, 7.833, 27.289], [-6.549, 11.212, 23.690], [-7.842, 10.493, 24.679], [-8.721, 12.463, 23.125], [-8.846, 12.803, 24.845], [-7.599, 13.502, 23.993], [5.946, -0.139, 28.340], [6.333, 1.195, 27.779], [5.319, 2.133, 28.256], [5.296, 3.639, 27.850], [5.953, 4.561, 28.767], [3.805, 3.947, 27.652], [2.925, 3.020, 26.853], [2.400, 1.901, 27.788], [5.845, 3.607, 26.311], [6.277, 4.910, 25.741], [5.095, 5.637, 25.158], [5.617, -0.120, 29.399], [5.080, -0.567, 27.776], [6.788, -0.815, 28.224], [7.307, 1.535, 28.102], [6.411, 1.151, 26.674], [2.135, 3.730, 26.563], [3.434, 2.677, 26.005], [2.412, 0.906, 27.324], [3.055, 1.852, 28.614], [1.342, 2.077, 28.001], [6.673, 5.523, 26.478], [7.058, 4.708, 24.913], [5.559, 6.532, 24.674], [4.588, 4.983, 24.394], [4.353, 5.940, 25.862], [5.208, 14.147, 34.811], [4.777, 13.120, 33.782], [3.543, 12.445, 34.283], [2.221, 12.704, 33.480], [1.107, 12.039, 34.163], [2.133, 14.279, 33.381], [1.837, 14.886, 34.642], [0.308, 15.211, 34.648], [2.599, 12.340, 32.020], [1.608, 12.262, 31.006], [1.055, 13.531, 30.413], [4.990, 13.838, 35.848], [6.267, 14.251, 34.806], [4.786, 15.126, 34.621], [4.547, 13.730, 32.852], [5.503, 12.358, 33.557], [2.170, 14.262, 35.435], [2.492, 15.789, 34.642], [0.180, 16.100, 35.317], [0.028, 15.418, 33.625], [-0.283, 14.342, 34.915], [2.046, 11.664, 30.242], [0.831, 11.707, 31.512], [0.193, 13.293, 29.756], [0.678, 14.192, 31.166], [1.865, 14.046, 29.928], [4.520, 11.145, 28.979], [5.765, 11.922, 29.059], [5.446, 13.054, 29.900], [6.451, 14.320, 29.925], [6.636, 15.017, 28.655], [5.823, 15.226, 31.044], [4.997, 16.371, 30.661], [5.715, 17.703, 30.818], [7.802, 13.800, 30.616], [9.005, 14.541, 30.321], [10.143, 13.600, 30.521], [4.122, 10.790, 29.910], [3.754, 11.739, 28.480], [4.766, 10.261, 28.381], [6.648, 11.343, 29.516], [6.036, 12.257, 28.045], [4.619, 16.151, 29.720], [4.169, 16.406, 31.412], [6.482, 17.690, 30.088], [4.987, 18.424, 30.474], [6.097, 17.811, 31.859], [9.057, 14.826, 29.269], [9.032, 15.448, 30.949], [11.144, 14.026, 30.317], [10.048, 13.231, 31.587], [9.940, 12.805, 29.871], [-3.056, 12.051, 30.061], [-2.640, 10.570, 30.142], [-1.541, 10.457, 31.080], [-1.279, 9.043, 31.846], [-1.845, 7.788, 31.242], [-1.754, 9.180, 33.309], [-1.193, 10.223, 34.259], [-0.845, 9.581, 35.555], [0.347, 9.214, 31.929], [1.052, 8.166, 32.559], [2.512, 8.568, 32.654], [-3.461, 12.402, 31.021], [-2.115, 12.598, 29.876], [-3.776, 12.017, 29.225], [-3.510, 10.067, 30.400], [-2.234, 10.228, 29.188], [-0.318, 10.674, 33.746], [-2.023, 10.915, 34.289], [-1.761, 9.192, 36.102], [0.013, 8.896, 35.552], [-0.483, 10.412, 36.141], [0.596, 7.873, 33.598], [0.893, 7.265, 31.947], [2.534, 9.565, 33.115], [2.949, 7.836, 33.352], [2.862, 8.492, 31.628], [1.976, 10.994, 23.503], [2.901, 12.099, 24.010], [2.223, 13.181, 24.644], [1.536, 13.006, 26.054], [2.189, 12.015, 26.900], [0.012, 12.684, 25.676], [-0.836, 12.332, 26.727], [-2.292, 12.421, 26.170], [1.543, 14.460, 26.701], [0.579, 15.523, 26.502], [-0.204, 15.741, 27.762], [1.625, 10.353, 24.296], [1.132, 11.390, 23.014], [2.566, 10.336, 22.928], [3.579, 11.721, 24.748], [3.478, 12.573, 23.195], [-0.630, 11.375, 27.174], [-0.697, 13.049, 27.592], [-2.310, 11.724, 25.348], [-3.054, 12.095, 26.859], [-2.448, 13.382, 25.691], [1.132, 16.510, 26.301], [-0.169, 15.227, 25.702], [0.416, 15.586, 28.628], [-0.624, 16.768, 27.725], [-0.999, 15.010, 27.934], [1.364, 1.421, 20.380], [2.030, 2.165, 21.524], [1.208, 3.346, 21.726], [1.043, 3.821, 23.194], [2.355, 3.779, 23.911], [0.306, 5.211, 23.029], [1.052, 6.180, 22.298], [1.151, 7.461, 23.025], [-0.083, 2.887, 23.879], [-1.276, 2.661, 23.199], [-2.256, 1.736, 23.991], [1.761, 0.408, 20.296], [0.305, 1.322, 20.541], [1.560, 1.974, 19.480], [2.012, 1.678, 22.463], [3.072, 2.521, 21.278], [2.043, 5.817, 22.056], [0.496, 6.350, 21.358], [1.816, 8.035, 22.370], [0.177, 8.030, 23.184], [1.718, 7.419, 23.941], [-1.787, 3.656, 23.034], [-1.142, 2.228, 22.139], [-3.130, 1.599, 23.381], [-1.715, 0.799, 24.085], [-2.501, 2.002, 25.008]],
  "smiles": "CCOP(=O)(OCC)OCC.CCOP(=O)(OCC)OCC.CCOP(=O)(OCC)OCC.CCOP(=O)(OCC)OCC.CCOP(=O)(OCC)OCC.CCOP(=O)(OCC)OCC.CCOP(=O)(OCC)OCC.CCOP(=O)(OCC)OCC.ClC(Cl)Cl",
  "homo_lumo_gap_ev": 10.56
}